Entry 1:
Here is 2 unconnected molecules or ions with the total composition C2H7N3O in a non-equilibrium geometry from OMol25. Energies are from ωB97M-V with the def2-TZVPD basis set.

Structure (SMILES)   [H]/N=C/N.NC=O
Max |F|   2.14 eV/A
HOMO energy   -9.6414 eV
2S+1   1
LUMO   0.9 eV
Charge   0
Orbital gap   10.53 eV
Molecular weight   89.1 g/mol
Energy above the lowest of the compared OMol25 structures with the same formula, charge and spin   88.5 kJ/mol

Positions of all 13 atoms, in Å:
H  -1.6564  0.2560  -2.2600
N  -1.0822  0.2041  -1.4297
C  -1.7503  -0.4821  -0.5506
N  -1.1878  -0.8165  0.6392
H  -2.8160  -0.6311  -0.7062
H  -1.6746  -1.4485  1.2504
H  -0.5615  -0.1736  1.0685
N  1.5910  0.6840  -0.3720
C  2.0017  0.5905  0.9121
O  1.3784  0.7931  1.9391
H  0.6076  0.8351  -0.5959
H  2.1208  0.0139  -0.9095
H  3.0295  0.1749  1.0146

=====

Entry 2:
Here is C2H7N3O in the gas phase in a non-equilibrium geometry from OMol25. Energies are from ωB97M-V with the def2-TZVPD basis set.

Max |F|   2.31 eV/A
HOMO energy   -8.3656 eV
2S+1   1
LUMO   0.6 eV
Charge   0
Orbital gap   9.01 eV
Molecular weight   89.1 g/mol
Energy above the lowest of the compared OMol25 structures with the same formula, charge and spin   577.2 kJ/mol

Positions of all 13 atoms, in Å:
C  -0.7100  -1.6610  0.3377
N  0.4159  -0.7819  -0.0301
H  1.2022  -1.3276  -0.3833
H  1.0523  0.3246  0.6823
H  -1.1061  -2.1510  -0.5534
H  -1.5030  -1.0746  0.8010
H  -0.3653  -2.4095  1.0522
N  0.9152  1.4814  0.2489
O  -0.0831  2.3847  0.7004
C  0.0818  0.3714  -0.9143
N  -0.6510  0.6871  -1.7927
H  -0.8471  2.1304  0.1331
H  1.5983  2.0260  -0.2817

=====

Entry 3:
Here is 2 unconnected molecules or ions with the total composition C2H7N3O in a non-equilibrium geometry from OMol25. Energies are from ωB97M-V with the def2-TZVPD basis set.

Max |F|   2.01 eV/A
HOMO energy (alpha / beta)   -14.3307 / -14.3236 eV
2S+1   2
LUMO (alpha / beta)   -3.9 / -8.3 eV
Expectation value of S²   0.78
Charge   +1
Orbital gap (alpha / beta)   10.42 / 6.04 eV
Molecular weight   89.1 g/mol
Energy above the lowest of the compared OMol25 structures with the same formula, charge and spin   0.0 kJ/mol

Positions of all 13 atoms, in Å:
N  -1.0369  -0.3538  -1.1114
C  -0.4896  -0.1430  -2.2843
N  0.7122  0.3764  -2.3117
H  -2.0131  -0.6144  -0.9539
H  -0.4152  -0.2829  -0.2865
H  -1.0515  -0.4016  -3.1771
H  1.2102  0.3704  -3.1924
C  0.4471  -0.2113  2.1203
N  0.7659  1.0946  1.9386
O  -0.3713  -0.8266  1.4411
H  0.8678  -0.6790  3.0159
H  0.2727  1.6725  1.3025
H  1.2287  1.5065  2.7297

=====

Entry 4:
Here is C2H7N3O2 in the gas phase in a non-equilibrium geometry from OMol25. Energies are from ωB97M-V with the def2-TZVPD basis set.

Structure (SMILES)   CC(N)(N)[N+](=O)[O-]
Max |F|   3.42 eV/A
HOMO energy   -9.6599 eV
2S+1   1
LUMO   0.8 eV
Charge   0
Orbital gap   10.46 eV
Molecular weight   105.1 g/mol
Energy above the lowest of the compared OMol25 structures with the same formula, charge and spin   436.8 kJ/mol

Positions of all 14 atoms, in Å:
C  0.2580  -1.0066  0.8922
C  0.1167  0.1626  -0.1120
N  1.1611  0.0897  -1.0301
N  0.0381  1.5028  0.3522
N  -1.4156  -0.0227  -0.6525
O  -2.1987  0.2481  0.2442
O  -1.6097  -0.4437  -1.7502
H  1.4374  -1.0365  1.1202
H  0.0722  -2.0434  0.5925
H  -0.3879  -0.8093  1.6937
H  0.9348  0.9039  -1.6733
H  1.4544  -0.8085  -1.3353
H  -0.8036  1.4719  1.0190
H  0.9427  1.7917  0.6394

=====

Entry 5:
Here is 2 unconnected molecules or ions with the total composition C2H7N3O2 in a non-equilibrium geometry from OMol25. Energies are from ωB97M-V with the def2-TZVPD basis set.

Structure (SMILES)   [H]/N=C\CN.O=NO
Max |F|   4.72 eV/A
HOMO energy   -9.8703 eV
2S+1   1
LUMO   0.5 eV
Charge   0
Orbital gap   10.35 eV
Molecular weight   105.1 g/mol
Energy above the lowest of the compared OMol25 structures with the same formula, charge and spin   510.3 kJ/mol

Positions of all 14 atoms, in Å:
H  -0.2568  1.7978  -0.5079
N  -0.8638  1.0771  -0.8782
C  -0.5903  -0.1361  -0.8943
C  0.6132  -0.9450  -0.2613
N  0.9765  -0.0969  0.8917
H  -1.2355  -0.8199  -1.4406
H  1.2741  -1.0867  -1.0437
H  0.1561  -1.9837  -0.1475
H  0.1857  -0.0344  1.5465
H  1.8294  -0.4032  1.2985
O  -4.4133  -0.7542  0.5271
N  -3.3403  -0.2818  0.1929
O  -3.4561  1.0614  0.1317
H  -2.7706  1.5128  -0.4218

=====

Entry 6:
Here is 2 unconnected molecules or ions with the total composition C2H7N3O2 in a non-equilibrium geometry from OMol25. Energies are from ωB97M-V with the def2-TZVPD basis set.

Max |F|   4.08 eV/A
HOMO energy (alpha / beta)   -18.0780 / -18.0784 eV
2S+1   1
LUMO (alpha / beta)   -8.7 / -8.7 eV
Charge   +2
Orbital gap (alpha / beta)   9.38 / 9.38 eV
Molecular weight   105.1 g/mol
Energy above the lowest of the compared OMol25 structures with the same formula, charge and spin   197.6 kJ/mol

Positions of all 14 atoms, in Å:
C  -3.1582  -0.0247  0.0287
C  2.5696  -0.3078  -0.4271
N  -2.0394  0.5643  -0.0089
N  -4.3566  -0.3226  -0.2445
N  3.6607  -0.0851  0.5317
O  1.4573  -0.4455  -0.0772
O  -0.8222  0.3640  0.1268
H  2.9421  -0.2232  -1.4507
H  -2.4011  1.5807  -0.0407
H  -4.9972  -0.6318  0.4350
H  -4.8284  -0.3833  -1.0909
H  3.7782  0.9686  0.7066
H  4.6256  -0.4061  0.0352
H  3.5695  -0.6474  1.4761

=====

Entry 7:
Here is a molecular structure, C2H7N3O2 in a non-equilibrium geometry from OMol25. Energies are from ωB97M-V with the def2-TZVPD basis set.

Max |F|   4.35 eV/A
HOMO energy   -19.8652 eV
2S+1   1
LUMO   -9.2 eV
Charge   +2
Orbital gap   10.68 eV
Molecular weight   105.1 g/mol
Energy above the lowest of the compared OMol25 structures with the same formula, charge and spin   273.4 kJ/mol

Positions of all 14 atoms, in Å:
C  0.4138  0.8362  0.5119
C  -0.8912  -0.5762  -0.0384
N  0.1662  1.6307  -0.4760
N  1.1548  0.8563  1.5564
N  -0.1995  -1.6979  -0.7384
O  -1.5801  0.2428  -0.8343
O  -0.6817  1.1555  -1.4564
H  -1.4651  -0.8889  0.8332
H  0.3578  2.6312  -0.6036
H  1.0851  0.1717  2.3057
H  1.8056  1.6245  1.7399
H  -0.8930  -2.4519  -0.9247
H  0.5750  -2.1285  -0.2034
H  0.1521  -1.4054  -1.6719

=====

Entry 8:
Here is C2H7N3O3S in the gas phase in a non-equilibrium geometry from OMol25. Energies are from ωB97M-V with the def2-TZVPD basis set.

Structure (SMILES)   CS(=O)(=O)N(N)NC=O
Max |F|   2.37 eV/A
HOMO energy   -9.8280 eV
2S+1   1
LUMO   0.7 eV
Charge   0
Orbital gap   10.56 eV
Molecular weight   153.2 g/mol
Energy above the lowest of the compared OMol25 structures with the same formula, charge and spin   245.1 kJ/mol

Positions of all 16 atoms, in Å:
C  -0.7220  -1.7484  -0.8999
S  -0.9138  -0.4910  0.5119
O  -0.4761  -1.0072  1.7630
O  -2.2531  0.0032  0.4157
N  0.1079  0.9191  0.0724
N  -0.4707  2.1848  0.1650
N  1.2584  0.8190  0.9083
C  2.0512  -0.2576  0.7967
O  2.0590  -1.0421  -0.1483
H  0.0847  -2.4723  -0.5369
H  -1.8010  -2.0224  -1.1798
H  -0.4563  -1.0730  -1.7973
H  -0.7857  2.3710  -0.7931
H  -1.2049  2.1456  0.8045
H  1.1077  1.1768  1.8136
H  2.6378  -0.4540  1.7026

=====

Entry 9:
Here is C2H7N3OS in the gas phase in a non-equilibrium geometry from OMol25. Energies are from ωB97M-V with the def2-TZVPD basis set.

Structure (SMILES)   [H]/N=C(\NS)N(C)O
Max |F|   4.68 eV/A
HOMO energy   -8.9072 eV
2S+1   1
LUMO   0.2 eV
Charge   0
Orbital gap   9.13 eV
Molecular weight   121.2 g/mol
Energy above the lowest of the compared OMol25 structures with the same formula, charge and spin   451.7 kJ/mol

Positions of all 14 atoms, in Å:
H  -1.5929  -1.1950  2.2173
N  -0.6608  -1.2766  1.4882
C  -0.4270  -0.2758  0.6598
N  -1.1685  0.7265  0.0610
S  -1.0643  0.9316  -1.6425
N  0.9331  -0.2500  0.1088
C  1.9129  0.8200  0.5650
O  1.5209  -1.5944  0.3878
H  -2.2607  0.5645  0.2140
H  -1.2898  -0.5435  -1.6120
H  1.7567  1.2990  1.7282
H  1.5101  1.5607  -0.0899
H  3.0434  0.4150  0.4271
H  1.0538  -1.9154  1.3384

=====

Entry 10:
Here is C2H7N3OS in the gas phase from OMol25. Energies are from ωB97M-V with the def2-TZVPD basis set.

Structure (SMILES)   CN(S)C(=O)NN
Max |F|   0.93 eV/A
HOMO energy   -9.1749 eV
2S+1   1
LUMO   0.8 eV
Charge   0
Orbital gap   9.97 eV
Molecular weight   121.2 g/mol
Energy above the lowest of the compared OMol25 structures with the same formula, charge and spin   21.4 kJ/mol

Positions of all 14 atoms, in Å:
C  0.3990  1.6524  0.5152
N  -0.1651  0.3085  0.4466
S  -1.0672  -0.2516  1.7864
C  -0.1875  -0.4670  -0.7040
O  -1.0161  -1.3236  -0.9142
N  0.7661  -0.1441  -1.6685
N  2.0822  0.1523  -1.2646
H  0.4950  2.0759  -0.5120
H  -0.2664  2.2709  1.1015
H  1.3955  1.6381  0.9872
H  -2.2927  -0.0248  1.3036
H  0.6766  -0.7991  -2.4423
H  2.6609  -0.6811  -1.2376
H  2.4834  0.8048  -1.9316

=====

Entry 11:
Here is 2 unconnected molecules or ions with the total composition C2H7N3S in a non-equilibrium geometry from OMol25. Energies are from ωB97M-V with the def2-TZVPD basis set.

Max |F|   9.15 eV/A
HOMO energy   -7.2122 eV
2S+1   1
LUMO   -0.3 eV
Charge   0
Orbital gap   6.93 eV
Molecular weight   105.2 g/mol
Energy above the lowest of the compared OMol25 structures with the same formula, charge and spin   528.2 kJ/mol

Positions of all 13 atoms, in Å:
C  -2.4154  -0.3778  0.3057
C  0.9683  0.6011  -0.1713
H  -2.3159  -0.7283  1.4397
H  -2.4000  -1.3111  -0.4609
H  -3.3616  0.1233  0.0194
H  -1.2025  1.6145  0.3030
H  0.8823  1.6363  -0.4068
H  1.5367  -1.2904  -0.2038
H  4.5079  -0.6183  -0.9942
N  -1.3150  0.6489  0.0042
N  -0.1604  -0.0048  0.0141
N  1.8715  -0.4214  -0.2236
S  3.4040  0.1281  0.3744

=====

Entry 12:
Here is 2 unconnected molecules or ions with the total composition C2H7N4 in a non-equilibrium geometry from OMol25. Energies are from ωB97M-V with the def2-TZVPD basis set.

Max |F|   4.12 eV/A
HOMO energy   -12.3796 eV
2S+1   1
LUMO   -4.5 eV
Charge   +1
Orbital gap   7.84 eV
Molecular weight   87.1 g/mol
Energy above the lowest of the compared OMol25 structures with the same formula, charge and spin   407.6 kJ/mol

Positions of all 13 atoms, in Å:
C  0.1421  -1.2692  0.6307
C  -0.2939  2.4798  -1.3601
N  -1.0903  1.0114  0.4456
N  -0.8272  1.7566  -0.3323
N  0.8962  -2.0210  -0.1418
N  -0.2032  -1.6591  1.9430
H  -0.7179  3.5185  -1.5907
H  -0.4090  1.9122  -2.3421
H  0.7972  2.4538  -1.1226
H  1.1814  -1.5901  -0.9677
H  1.3693  -2.8702  0.0660
H  -0.9390  -1.1257  2.4556
H  0.0942  -2.5969  2.3165